The following is a quantum chemistry calculation of C27H55CrN3S2Si4 as an isolated structure, from the Open Molecules 2025 dataset.

XYZ file:
```
92
Properties=species:S:1:pos:R:3:forces:R:3
Cr -0.511157 0.110379 0.000257 -0.97 0.59 -0.07
S -2.964055 -3.639991 -0.730477 0.02 0.01 0.01
S -4.458480 2.328217 0.875991 0.02 0.01 -0.02
Si -0.867520 -1.472756 3.272537 -0.05 -0.06 -0.02
Si 1.226033 0.501694 -2.963340 -0.06 -0.06 -0.09
Si -1.834724 1.107356 -3.265644 -0.06 -0.06 -0.02
Si 0.403412 1.419229 2.667082 -0.01 0.06 0.00
N 1.298026 -0.672114 0.225814 0.94 -0.30 -0.08
N -1.709390 -1.505208 -0.257792 -0.15 -0.10 -0.02
N -2.388742 1.071409 0.140036 -0.17 -0.07 0.15
C 1.380568 1.277784 -4.668388 -0.12 0.05 0.02
C -2.046376 3.545817 0.217345 -0.02 -0.02 -0.05
C -4.551993 0.625985 0.808846 -0.06 0.05 0.03
C -3.856055 -2.312025 -0.133013 -0.04 -0.09 0.01
C 4.568554 0.028646 1.080219 -0.03 0.04 -0.03
C -2.828692 2.285581 0.353164 0.00 -0.03 0.05
C -0.463694 2.645388 3.788662 0.02 0.01 -0.02
C 3.837240 -1.223990 0.570885 0.07 0.06 0.02
C 2.418861 -0.885285 0.357907 -0.21 -0.25 0.10
C 0.359940 -1.585251 4.689053 0.01 0.06 0.01
C 3.883305 -2.352365 1.613562 -0.02 0.04 0.00
C -1.647782 2.984238 -3.340326 0.04 -0.03 0.02
C -0.713793 0.032502 2.178047 0.16 -0.01 -0.32
C 2.380934 1.583343 -1.935470 0.07 -0.02 0.01
C -0.712482 -3.141120 2.412082 0.04 0.00 -0.05
C 0.923184 2.338419 1.066237 -0.09 -0.16 0.07
C -1.526804 -2.721951 -0.705842 0.02 -0.05 -0.01
C 4.461329 -1.675733 -0.757231 -0.05 -0.04 0.03
C -3.596701 0.736376 -2.693582 -0.04 0.01 0.03
C 2.016648 0.957539 3.507014 -0.04 -0.04 0.04
C -0.234178 -3.282852 -1.185422 -0.04 -0.02 0.00
C -2.590458 -1.416015 4.015402 -0.02 -0.04 0.02
C -3.034495 -1.254276 0.053105 0.05 0.01 0.00
C 1.965248 -1.219734 -3.185199 0.08 0.03 0.04
C -1.856066 0.450617 -5.035776 0.04 -0.06 0.05
C -3.374125 0.123042 0.383601 0.11 0.02 -0.06
C -0.500170 0.278697 -2.251556 0.43 0.12 0.53
H 2.439701 1.427153 -4.893876 0.00 -0.01 0.03
H -0.610042 -3.913811 3.177807 0.00 -0.01 -0.01
H 0.476458 1.989765 0.112933 0.09 0.17 -0.17
H -1.813744 3.332176 -4.362028 -0.01 0.02 0.01
H -0.694259 -0.787984 -2.449609 0.02 0.03 -0.05
H -1.712899 0.473132 2.264805 -0.01 0.01 0.17
H 3.383562 -3.248668 1.245902 -0.01 0.00 0.01
H 2.000141 2.276993 0.909521 -0.02 -0.05 -0.03
H -1.179340 3.385254 -0.414958 0.02 0.00 -0.06
H 0.211288 3.441901 4.110854 -0.01 0.02 -0.01
H 1.390328 -1.682020 4.342663 0.02 -0.01 0.02
H -1.598669 -3.389294 1.826196 -0.01 0.00 -0.01
H -0.079229 -3.020602 -2.234040 -0.01 0.00 0.03
H -2.755386 -0.486322 4.565457 0.01 0.00 0.00
H 2.430216 0.016009 3.142279 -0.02 0.03 0.00
H 2.582814 1.210543 -0.933776 0.02 0.09 -0.04
H -0.226911 -4.367389 -1.095405 -0.01 -0.01 0.00
H -5.457249 0.097997 1.056812 0.00 -0.02 -0.01
H 0.662023 3.395974 1.111840 -0.02 0.00 -0.02
H 0.309705 -0.729326 5.364030 0.01 0.02 0.01
H -3.940636 1.378615 -1.883133 -0.04 0.00 -0.01
H -1.215536 1.022724 -5.701204 0.10 0.03 -0.07
H 4.281678 -0.949684 -1.547076 0.02 0.04 -0.01
H 1.999888 -1.807970 -2.267365 0.03 0.00 -0.01
H -3.720841 -0.305019 -2.384174 -0.02 0.00 -0.05
H 0.891070 2.251217 -4.741755 -0.01 0.00 -0.03
H 1.980671 2.596166 -1.836681 0.00 0.00 0.00
H 4.119797 0.423777 1.988810 0.04 -0.02 -0.03
H -0.819294 2.128901 4.684067 0.00 0.02 0.01
H 0.589753 -2.873549 -0.608287 -0.01 -0.02 0.01
H 2.974761 -1.171512 -3.600891 0.00 -0.02 0.00
H -2.383786 3.486257 -2.710562 0.00 0.04 0.05
H 4.579583 0.809693 0.319597 0.00 0.00 0.00
H 5.537107 -1.764570 -0.607858 0.00 -0.04 0.01
H 3.417297 -2.048817 2.551277 0.02 0.00 0.01
H 1.867554 0.846450 4.580797 0.02 -0.02 0.02
H -3.352485 -1.477521 3.232431 0.00 0.01 0.00
H -4.922575 -2.364913 0.005588 -0.01 0.02 0.00
H -4.270756 0.901138 -3.536869 0.00 0.01 0.00
H -2.659577 4.325700 -0.231184 -0.01 0.01 0.00
H 4.927110 -2.596056 1.809470 0.00 -0.01 0.00
H 2.758666 1.745899 3.359209 -0.01 0.01 -0.01
H -2.756188 -2.246098 4.705942 -0.02 0.00 -0.01
H -0.652129 3.322253 -3.042821 0.00 0.01 0.02
H 0.128945 -2.477609 5.275737 -0.02 0.00 0.00
H 4.074183 -2.643274 -1.075736 -0.02 0.02 -0.02
H 5.598474 -0.252997 1.297264 0.01 0.01 -0.01
H 0.969610 0.631260 -5.441115 -0.04 -0.01 -0.08
H -1.718892 3.896122 1.197228 0.03 -0.01 -0.02
H -2.872139 0.512606 -5.432316 0.02 0.00 -0.01
H -1.332547 3.109147 3.314684 -0.01 -0.02 0.02
H -1.545715 -0.595995 -5.092077 0.00 -0.01 0.00
H 1.349188 -1.768023 -3.903665 0.00 0.00 -0.02
H 0.165509 -3.207999 1.763882 0.01 0.00 -0.01
H 3.338388 1.670633 -2.456402 -0.01 0.00 -0.03
```
Positions in Å, forces in eV/Å.

Calculated values
Net charge = +1
Molecular weight = 650.2 g mol⁻¹
E_LUMO (spin up / spin down) = -2.9 / -2.7 eV
HOMO level (spin up / spin down) = -10.13 / -10.40 eV
⟨S²⟩ = 3.81
Maximum force = 0.0222 hartree/bohr
Spin multiplicity = 4
HOMO-LUMO gap (spin up / spin down) = 7.206 / 7.651 eV

These are the Mulliken partial charges, in e, on atoms 1 to 8:
1. Cr -1.816
2. S -0.179
3. S -0.236
4. Si -0.177
5. Si -0.034
6. Si 0.398
7. Si 0.787
8. N 0.246

The following is a quantum chemistry calculation of a 2-piece molecular cluster, C3H4INO2S overall, from the Open Molecules 2025 dataset.

XYZ file:
```
12
Properties=species:S:1:pos:R:3:forces:R:3
I 2.667590 -0.847154 -0.661845 -0.55 -0.22 0.28
S -0.508546 0.111006 -1.124955 -1.43 1.09 -1.42
O -1.888849 -0.344618 -1.183034 1.80 -0.34 0.96
O 0.063425 0.495689 -2.402191 0.62 -0.99 0.51
N -0.041903 -1.655981 3.753227 -0.07 -0.30 1.42
C -0.357286 1.619322 -0.136654 3.38 -1.98 -1.59
C -0.021302 -1.392599 2.637002 0.47 0.53 -3.03
C 0.711629 -1.184723 -0.412610 -1.73 -0.35 0.43
H -1.268656 1.710908 0.305894 -2.27 0.62 1.69
H 0.516907 1.363841 0.508721 -0.85 0.88 -0.03
H -0.119739 2.334693 -0.941201 -0.15 -0.07 0.72
H 0.246730 -2.210383 -0.342355 0.78 1.11 0.05
```
Positions in Å, forces in eV/Å.

Calculated values
Net charge = 0
Molecular weight = 245.0 g mol⁻¹
E_LUMO (spin up / spin down) = -4.1 / -4.1 eV
HOMO level (spin up / spin down) = -9.77 / -9.77 eV
Maximum force = 0.0822 hartree/bohr
Relative energy (zero: lowest compared OMol25 entry of this formula, charge and spin) = 92.78 kcal/mol
HOMO-LUMO gap (spin up / spin down) = 5.653 / 5.650 eV

These are the Mulliken partial charges, in e, on atoms 1 to 8:
1. I 0.416
2. S 1.166
3. O -0.579
4. O -0.577
5. N -0.397
6. C -0.860
7. C -0.115
8. C -0.505

The following is a quantum chemistry calculation of C30H25AuN2P2S3 as an isolated structure, from the Open Molecules 2025 dataset.

XYZ file:
```
63
Properties=species:S:1:pos:R:3:forces:R:3
Au 0.070375 -0.177826 -2.803572 0.10 0.00 -0.82
S -3.108754 -1.522584 -1.805518 0.23 -0.04 0.16
S 0.104609 1.387868 -4.589126 -0.10 0.22 0.29
S 3.178158 -1.647151 -1.896644 -0.21 0.07 0.16
P -1.478339 -1.418064 -0.642935 -0.15 -0.94 0.11
P 1.583468 -1.518763 -0.695810 0.05 -0.57 0.21
N -0.203029 4.004690 -4.797863 0.06 -0.12 0.14
N 0.369027 3.204693 -2.623366 -0.05 -0.03 -0.16
C 0.022905 5.537093 -2.993901 0.00 0.04 0.06
C -1.566377 2.519526 0.624922 -0.04 -0.08 -0.02
C 2.595810 -4.921638 2.321835 0.02 0.11 -0.05
C -1.801026 -4.924257 2.443419 -0.03 0.04 -0.10
C -2.067063 -4.013102 0.225104 -0.05 0.04 0.04
C -2.494664 2.504532 1.654923 0.01 -0.11 -0.01
C 1.266406 0.116274 1.613008 0.06 0.03 0.06
C -0.233805 5.241940 -4.325778 0.00 -0.08 -0.14
C -1.344533 -2.600190 2.008436 0.08 -0.02 0.10
C -2.130542 -5.088464 1.098762 0.03 0.06 0.04
C 1.298860 -4.044129 0.491782 -0.01 -0.05 0.02
C 0.334935 4.451660 -2.191363 0.01 -0.14 0.02
C 1.916880 -2.804160 0.610020 0.11 -0.01 -0.20
C -3.086803 1.298227 2.019224 0.06 -0.01 -0.05
C 3.238138 -3.691000 2.437271 -0.09 -0.01 -0.06
C 2.213791 1.189867 -0.308248 0.00 0.02 0.04
C 0.028212 -1.778185 -1.432722 0.00 1.31 0.61
C -1.408531 -3.675139 2.895063 -0.02 0.08 -0.12
C -1.671601 -2.746691 0.664718 -0.04 0.10 -0.07
C 1.627905 -5.094566 1.342795 0.01 0.09 -0.03
C 2.904845 -2.647626 1.583603 -0.07 0.01 0.05
C 2.234321 2.397100 0.379006 -0.03 -0.09 0.01
C -1.207318 1.340924 -0.020933 0.01 0.05 0.02
C -1.773128 0.126287 0.351262 -0.09 0.00 -0.13
C 1.727458 0.034813 0.301239 -0.01 0.00 -0.04
C 0.081124 2.992240 -3.934105 0.05 0.08 0.07
C -0.574320 6.324838 -5.315082 -0.03 -0.01 -0.02
C -2.738708 0.125770 1.362579 0.04 0.08 -0.01
C 1.292879 1.320678 2.308801 0.03 -0.09 -0.06
C 1.774550 2.465650 1.690497 0.03 -0.03 -0.04
H -2.332264 -4.129481 -0.819717 -0.01 0.00 0.00
H -3.836956 1.272766 2.802638 0.01 0.00 0.00
H -0.252153 7.306694 -4.963492 -0.01 -0.02 0.00
H 0.915327 1.366866 3.324240 0.00 -0.01 -0.01
H -0.486064 1.378582 -0.831696 -0.04 0.03 0.01
H 1.119228 -6.046296 1.241228 0.00 0.00 -0.01
H -1.036752 -1.630131 2.381401 -0.01 -0.04 0.00
H -0.013846 6.547463 -2.607243 0.03 -0.02 -0.02
H -1.654800 6.353634 -5.477714 0.03 -0.01 0.00
H 0.558079 -4.176405 -0.286840 0.01 0.00 0.00
H 2.559730 1.127828 -1.333607 0.00 0.02 0.00
H -3.244053 -0.797049 1.618479 0.01 0.01 0.00
H -0.104013 6.103359 -6.272685 -0.01 0.01 0.01
H -1.116670 3.453644 0.313449 0.05 0.01 -0.02
H 2.859173 -5.739292 2.983164 -0.01 0.00 0.02
H 0.884810 -0.774790 2.098865 0.02 0.05 -0.01
H -1.142853 -3.531329 3.936114 0.01 0.01 0.00
H 3.423760 -1.699508 1.662938 0.02 -0.01 0.00
H 0.584678 4.595388 -1.141096 -0.03 -0.02 0.01
H 1.780817 3.410345 2.224182 0.00 -0.01 -0.01
H 2.602187 3.288638 -0.117077 -0.01 -0.02 0.00
H -2.437354 -6.062494 0.732198 0.00 0.02 0.00
H -1.850356 -5.763202 3.128787 0.01 0.00 -0.02
H 4.007937 -3.549793 3.187859 0.00 0.01 0.00
H -2.763710 3.423416 2.164340 -0.02 0.00 -0.01
```
Positions in Å, forces in eV/Å.

Calculated values
Net charge = -2
Molecular weight = 768.7 g mol⁻¹
E_LUMO = 4.5 eV
HOMO level = -1.62 eV
Maximum force = 0.0281 hartree/bohr
Relative energy (zero: lowest compared OMol25 entry of this formula, charge and spin) = 3.64 kcal/mol
HOMO-LUMO gap = 6.125 eV

These are the Mulliken partial charges, in e, on atoms 1 to 8:
1. Au -0.040
2. S -0.632
3. S -0.518
4. S -0.592
5. P 1.259
6. P 1.280
7. N -0.577
8. N -0.049